{"formula": "C24H35N2O6RuS2Si", "method": "ωB97M-V/def2-TZVPD", "multiplicity": 2, "max_force_ev_per_a": 0.22, "total_charge": -2, "s_squared": 0.76, "homo_ev": [-0.87, -0.97], "e_lumo_ha": [0.157, 0.157], "de_lowest_kj_mol": 34.34, "e_tot_ha": -2677.45766, "species": ["Ru", "O", "C", "O", "C", "C", "C", "C", "C", "O", "C", "C", "O", "O", "H", "H", "H", "H", "H", "H", "H", "H", "S", "C", "C", "C", "C", "C", "C", "S", "H", "H", "H", "H", "C", "Si", "C", "C", "C", "H", "H", "H", "H", "H", "H", "H", "H", "H", "H", "H", "C", "N", "C", "C", "C", "N", "C", "C", "O", "H", "H", "H", "H", "H", "H", "H", "H", "H", "H", "H", "H"], "positions_angstrom": [[0.361402, 1.943729, 0.418353], [-0.016929, 4.614535, 3.754759], [-0.070796, 3.671142, 2.955937], [0.508084, 3.606952, 1.828632], [-0.838899, 2.416053, 3.423057], [0.067304, 1.175306, 3.390490], [-0.482918, 0.078046, 4.305551], [-1.722996, -0.398984, 3.500311], [-1.635313, 0.483474, 2.251295], [-0.203738, 0.607020, 2.088811], [-2.057018, 1.923415, 2.570456], [-2.430453, 2.695265, 1.287699], [-3.520427, 3.267447, 1.271222], [-1.622778, 2.639133, 0.295409], [-1.162468, 2.620678, 4.442902], [1.132344, 1.384189, 3.459565], [0.246808, -0.725984, 4.417367], [-0.729713, 0.459837, 5.296509], [-1.655665, -1.452091, 3.225571], [-2.661383, -0.239267, 4.032300], [-2.051850, 0.056189, 1.344721], [-2.960891, 1.929792, 3.178186], [2.519755, 1.226833, 0.623745], [3.389017, 1.990651, -0.703278], [4.737196, 1.699688, -0.915085], [5.455390, 2.290946, -1.944253], [4.808003, 3.198585, -2.785144], [3.469700, 3.491362, -2.583307], [2.729001, 2.901328, -1.548490], [1.045074, 3.311641, -1.330741], [5.220707, 0.994268, -0.246600], [6.503445, 2.051765, -2.087950], [5.347907, 3.676451, -3.596208], [2.962007, 4.196041, -3.233654], [-1.671908, -0.794291, -3.246502], [-1.746529, 0.582895, -1.923594], [-3.369934, 0.211910, -1.029932], [-1.949334, 2.191077, -2.862308], [-0.218108, 0.420551, -0.880960], [-2.547017, -0.776299, -3.904895], [-1.636296, -1.773905, -2.759498], [-0.776752, -0.691701, -3.868256], [-4.165749, 0.101769, -1.775149], [-3.657481, 1.013921, -0.348563], [-3.315193, -0.730337, -0.474004], [-2.843543, 2.153369, -3.494535], [-1.078495, 2.397623, -3.488109], [-2.050414, 3.010543, -2.150078], [0.608369, 0.282673, -1.592104], [-0.302521, -0.525034, -0.321265], [1.074866, -2.433068, 1.954245], [0.744473, -2.887939, 0.620886], [1.834521, -2.811350, -0.336099], [1.319639, -2.867882, -1.756627], [0.347244, -4.019038, -1.890819], [-0.714782, -3.871705, -0.920574], [-1.946363, -4.573199, -1.184625], [-0.498993, -3.384475, 0.355698], [-1.407416, -3.389835, 1.186515], [1.439790, -1.403884, 1.918507], [1.852433, -3.076231, 2.384900], [0.185343, -2.466204, 2.571679], [2.547586, -3.630375, -0.151824], [2.360098, -1.868784, -0.161230], [2.152636, -2.978269, -2.452911], [0.800437, -1.938288, -1.986372], [0.865430, -4.985330, -1.770939], [-0.107591, -4.018403, -2.884750], [-2.324037, -4.296234, -2.171964], [-2.676503, -4.296519, -0.430744], [-1.806844, -5.663210, -1.161332]], "forces_ev_per_a": [[0.0, 0.1, 0.0], [-0.1, 0.0, 0.0], [0.1, 0.0, 0.1], [0.0, -0.1, 0.0], [-0.1, 0.0, 0.0], [0.0, 0.0, 0.0], [0.0, 0.0, 0.0], [0.0, 0.0, 0.0], [0.0, 0.0, 0.0], [0.0, 0.1, -0.1], [-0.1, 0.0, -0.1], [0.1, 0.1, 0.1], [0.0, 0.0, 0.0], [-0.1, 0.0, 0.0], [0.0, 0.0, 0.0], [0.0, 0.0, 0.0], [0.0, 0.0, 0.0], [0.0, 0.0, 0.0], [0.0, 0.0, 0.0], [0.0, 0.0, 0.0], [0.0, 0.0, 0.0], [0.0, 0.0, 0.0], [0.0, -0.1, 0.0], [0.0, -0.1, 0.0], [0.0, 0.0, 0.0], [-0.1, 0.1, 0.0], [0.0, -0.1, 0.1], [0.0, 0.0, 0.0], [0.0, 0.0, 0.0], [0.1, -0.1, 0.1], [0.0, 0.0, 0.0], [0.0, 0.0, 0.0], [0.0, 0.0, 0.0], [0.0, 0.0, 0.0], [0.0, 0.0, 0.0], [0.0, 0.0, 0.0], [0.0, 0.0, 0.0], [0.0, 0.0, 0.0], [0.1, 0.0, -0.1], [0.0, 0.0, 0.0], [0.0, -0.1, 0.0], [0.0, 0.0, 0.0], [0.0, 0.0, 0.0], [0.0, 0.0, 0.0], [0.0, 0.0, 0.0], [0.0, 0.0, 0.0], [0.0, 0.0, 0.0], [0.0, 0.0, 0.0], [0.0, 0.0, 0.0], [0.0, 0.0, 0.0], [0.0, 0.1, 0.0], [-0.1, -0.1, 0.0], [0.0, 0.0, 0.0], [0.0, 0.0, 0.0], [0.0, 0.0, 0.0], [0.0, 0.0, 0.0], [0.0, 0.0, 0.0], [-0.1, 0.2, -0.1], [0.2, -0.1, 0.1], [0.0, 0.0, 0.0], [0.0, 0.0, 0.0], [0.0, -0.1, 0.0], [0.0, 0.0, 0.0], [0.0, 0.0, 0.0], [0.0, 0.0, 0.0], [0.0, 0.1, 0.0], [0.0, 0.0, 0.0], [0.0, 0.0, 0.0], [0.0, 0.0, 0.0], [0.0, 0.0, 0.0], [0.0, 0.0, 0.0]]}